{
  "formula": "C11H16N4O3PdS2",
  "method": "ωB97M-V/def2-TZVPD",
  "spin_multiplicity": 3,
  "relative_energy_kj_mol": 38.86,
  "e_homo_ev": [-7.03, -8.26],
  "charge": 0,
  "e_lumo_ev": [-0.766, -2.028],
  "gap_ev": [6.26, 6.23],
  "s2": 2.010,
  "e_tot_ha": -1797.6637,
  "species": ["Pd", "C", "C", "N", "C", "S", "N", "N", "C", "C", "C", "C", "C", "C", "C", "N", "H", "H", "H", "H", "H", "H", "H", "H", "H", "H", "H", "H", "H", "C", "S", "O", "O", "O", "H", "H", "H"],
  "coordinates": [[0.578, -0.752, -1.072], [3.803, 1.483, 3.225], [3.885, -0.038, 3.108], [3.794, -0.394, 1.688], [2.682, -0.761, 1.062], [2.819, -1.067, -0.651], [1.513, -0.729, 1.785], [0.466, -0.744, 0.965], [-0.792, -0.553, 1.383], [-1.262, -0.302, 2.753], [-1.798, -0.570, 0.330], [-3.154, -0.172, 0.534], [-4.023, -0.172, -0.553], [-3.614, -0.767, -1.772], [-2.316, -1.186, -1.836], [-1.417, -0.863, -0.908], [4.161, 1.845, 4.231], [2.749, 1.900, 3.145], [4.356, 1.948, 2.413], [2.982, -0.501, 3.586], [4.762, -0.591, 3.497], [4.670, -0.198, 1.188], [-0.386, -0.206, 3.434], [-1.886, -1.138, 3.149], [-1.934, 0.562, 2.807], [-3.469, 0.195, 1.490], [-4.958, 0.279, -0.475], [-4.284, -1.006, -2.576], [-1.950, -1.750, -2.679], [-1.405, 0.610, -4.793], [-0.122, 1.029, -3.567], [1.203, 1.238, -4.193], [-0.099, -0.438, -2.961], [-0.638, 2.058, -2.697], [-1.784, 1.601, -5.102], [-2.214, 0.087, -4.335], [-0.919, 0.064, -5.604]],
  "forces_ev_per_angstrom": [[2.418, -0.044, -1.623], [-0.565, 0.824, 1.416], [-1.723, -0.834, -0.021], [1.200, -0.103, 0.612], [-1.318, 0.918, 0.277], [0.067, -0.414, 0.352], [1.369, 0.078, -0.604], [-2.601, 0.475, 1.735], [1.926, -0.330, -0.797], [0.408, -0.599, 1.669], [-1.662, 1.169, -0.211], [0.575, -0.213, -0.840], [1.965, -0.761, -0.342], [-0.217, -0.058, 1.440], [-0.084, 0.275, -0.699], [-1.534, -2.255, 1.302], [-0.077, -0.328, -1.093], [1.092, -0.959, -0.071], [0.324, 0.174, 0.163], [0.916, 0.403, -0.261], [-0.190, 0.935, 0.037], [-1.031, -0.580, -0.196], [-0.745, 0.167, -0.439], [0.483, 0.306, -0.367], [0.506, 0.093, 0.004], [-0.174, 0.062, 0.191], [-1.576, 0.465, 0.251], [-0.278, 0.187, -0.134], [0.139, 0.236, -0.152], [1.000, 2.149, -0.319], [1.790, -3.047, -1.166], [-2.426, 0.260, 0.752], [0.254, 2.771, -1.183], [0.071, -0.501, 0.074], [0.147, -0.556, -0.339], [-0.233, -0.461, 0.439], [-0.214, 0.095, 0.145]]
}

---

{
  "formula": "C53H50N6OP2SSc",
  "method": "ωB97M-V/def2-TZVPD",
  "relative_energy_kj_mol": 641.41,
  "e_homo_ev": -14.02,
  "charge": 3,
  "e_lumo_ev": -7.682,
  "gap_ev": 6.34,
  "e_tot_ha": -4294.2287,
  "species": ["Sc", "C", "N", "C", "C", "C", "C", "C", "C", "N", "C", "C", "C", "C", "C", "C", "N", "C", "C", "C", "C", "C", "N", "H", "H", "H", "H", "H", "H", "H", "H", "H", "H", "H", "H", "H", "H", "H", "H", "H", "H", "N", "P", "C", "C", "C", "C", "C", "C", "C", "C", "C", "C", "C", "C", "P", "C", "C", "C", "C", "C", "C", "C", "C", "C", "C", "C", "C", "H", "H", "H", "H", "H", "H", "H", "H", "H", "H", "H", "H", "H", "H", "H", "H", "H", "H", "H", "H", "H", "C", "C", "O", "C", "C", "C", "C", "C", "C", "H", "H", "H", "H", "H", "H", "H", "H", "S", "C", "C", "N", "C", "H", "H", "H"],
  "coordinates": [[-0.197, 0.479, 1.405], [-3.116, 0.990, 1.681], [-1.921, 1.804, 2.019], [-1.897, 3.102, 1.328], [-0.485, 3.612, 1.226], [-0.208, 4.959, 1.058], [1.107, 5.369, 0.930], [2.116, 4.412, 0.963], [1.764, 3.092, 1.139], [0.489, 2.683, 1.278], [-1.874, 2.069, 3.468], [-1.530, 0.833, 4.246], [-1.989, 0.666, 5.542], [-1.613, -0.460, 6.254], [-0.769, -1.376, 5.639], [-0.358, -1.136, 4.346], [-0.733, -0.060, 3.634], [-2.917, -0.077, 0.613], [-4.041, -0.669, 0.142], [-3.925, -1.877, -0.629], [-2.727, -2.296, -1.046], [-1.524, -1.414, -0.848], [-1.646, -0.485, 0.301], [-3.940, 1.632, 1.364], [-3.448, 0.476, 2.585], [-2.525, 3.837, 1.841], [-2.297, 2.979, 0.324], [-1.018, 5.677, 1.024], [1.346, 6.417, 0.807], [3.157, 4.683, 0.863], [2.526, 2.319, 1.180], [-2.824, 2.482, 3.820], [-1.105, 2.824, 3.659], [-2.632, 1.413, 5.988], [-1.971, -0.624, 7.262], [-0.433, -2.263, 6.158], [0.303, -1.834, 3.852], [-5.018, -0.308, 0.435], [-4.822, -2.442, -0.847], [-2.629, -3.165, -1.680], [-1.432, -0.817, -1.765], [0.941, 1.413, -1.711], [-0.743, 1.850, -1.559], [-1.406, 1.176, -3.134], [-2.779, 0.947, -3.230], [-3.330, 0.507, -4.424], [-2.516, 0.284, -5.525], [-1.148, 0.504, -5.431], [-0.593, 0.954, -4.243], [-0.685, 3.617, -2.042], [0.453, 4.352, -2.357], [0.347, 5.691, -2.708], [-0.892, 6.313, -2.743], [-2.035, 5.587, -2.430], [-1.930, 4.251, -2.082], [1.532, 0.230, -0.621], [3.297, 0.256, -1.055], [3.784, 0.959, -2.157], [5.138, 0.913, -2.460], [6.008, 0.173, -1.674], [5.529, -0.521, -0.572], [4.180, -0.475, -0.260], [0.941, -1.319, -1.428], [1.368, -1.613, -2.666], [0.895, -2.765, -3.405], [0.216, -3.707, -2.758], [-0.095, -3.600, -1.294], [-0.151, -2.152, -0.800], [1.521, 2.246, -1.668], [-3.418, 1.096, -2.365], [-4.394, 0.326, -4.495], [-2.946, -0.059, -6.457], [-0.512, 0.343, -6.291], [0.472, 1.143, -4.183], [1.443, 3.908, -2.352], [1.239, 6.248, -2.966], [-0.969, 7.353, -3.027], [-3.007, 6.061, -2.467], [-2.828, 3.680, -1.865], [3.123, 1.524, -2.800], [5.509, 1.459, -3.318], [7.061, 0.139, -1.919], [6.208, -1.094, 0.047], [3.813, -1.004, 0.611], [2.095, -0.961, -3.138], [1.149, -2.859, -4.452], [-0.087, -4.626, -3.244], [-1.049, -4.090, -1.108], [1.164, -2.233, 0.738], [-1.470, -3.259, 2.322], [-0.285, -3.423, 1.428], [0.186, -2.204, 0.744], [0.234, -4.547, 0.912], [0.952, -4.405, -0.413], [1.358, -5.711, -1.022], [1.083, -6.883, -0.450], [0.367, -6.956, 0.809], [-0.051, -5.850, 1.450], [-1.785, -2.219, 2.348], [-1.267, -3.595, 3.340], [-2.304, -3.849, 1.939], [1.870, -3.797, -0.356], [1.924, -5.652, -1.943], [1.405, -7.805, -0.915], [0.171, -7.931, 1.235], [-0.600, -5.913, 2.380], [3.677, 0.099, 4.338], [3.683, -1.448, 3.619], [2.684, -1.542, 2.706], [1.906, -0.414, 2.565], [2.334, 0.519, 3.383], [4.407, -2.198, 3.896], [2.488, -2.445, 2.141], [1.876, 1.495, 3.473]],
  "forces_ev_per_angstrom": [[0.185, -0.459, 0.702], [-0.150, -0.289, -0.130], [-0.075, -0.030, 0.022], [0.064, 0.207, -0.156], [0.005, -0.045, 0.087], [0.022, 0.045, 0.035], [-0.016, -0.052, -0.010], [-0.004, -0.045, 0.010], [0.071, 0.036, 0.019], [-0.026, 0.058, 0.059], [0.062, -0.073, 0.197], [-0.106, 0.002, 0.043], [-0.015, 0.002, 0.036], [0.042, 0.007, -0.098], [-0.007, 0.004, 0.046], [0.073, -0.060, -0.025], [-0.140, 0.225, 0.088], [-0.834, 0.077, -0.234], [0.156, 0.338, 0.148], [0.166, -0.196, -0.129], [-0.112, -0.017, 0.165], [-0.050, 0.017, 0.032], [0.507, -0.367, 0.474], [0.005, 0.066, 0.097], [0.077, 0.078, 0.072], [-0.039, -0.057, 0.033], [-0.007, -0.040, -0.038], [-0.013, -0.024, 0.005], [-0.014, 0.001, -0.016], [-0.006, 0.013, 0.009], [-0.001, 0.008, -0.019], [-0.009, 0.036, -0.053], [-0.019, 0.021, -0.041], [-0.018, -0.007, -0.032], [0.023, 0.022, 0.013], [-0.005, -0.009, -0.025], [-0.010, 0.008, 0.001], [0.037, 0.033, 0.039], [0.043, -0.038, -0.058], [-0.100, -0.004, 0.032], [0.038, 0.070, -0.101], [0.059, 0.304, 0.381], [0.161, 0.178, -1.019], [-0.089, -0.011, 0.224], [0.136, -0.041, 0.090], [-0.105, -0.038, -0.054], [0.003, -0.014, 0.021], [0.063, 0.021, -0.024], [-0.021, 0.003, -0.001], [0.027, -0.002, 0.206], [-0.061, -0.085, 0.052], [0.086, 0.062, -0.009], [0.008, -0.019, 0.009], [-0.048, 0.025, 0.011], [0.057, -0.068, 0.048], [-0.138, -0.120, -1.629], [-0.028, 0.053, 0.465], [-0.028, -0.024, -0.012], [0.026, 0.004, 0.020], [0.025, 0.020, -0.053], [-0.001, -0.048, 0.079], [-0.041, 0.065, -0.043], [0.253, 0.115, 0.616], [-0.031, 0.049, 0.157], [-0.035, -0.117, -0.168], [-0.006, 0.064, -0.026], [0.143, -0.094, 0.180], [-0.315, 0.266, -0.727], [0.081, -0.072, -0.143], [-0.011, -0.021, 0.008], [0.005, 0.028, 0.009], [-0.004, 0.000, 0.008], [-0.024, -0.004, -0.004], [0.021, 0.009, 0.012], [0.012, 0.040, -0.054], [-0.013, 0.000, -0.010], [-0.003, 0.001, 0.005], [0.007, -0.003, -0.017], [-0.030, 0.051, -0.028], [-0.017, -0.022, -0.007], [0.012, -0.017, 0.001], [-0.005, 0.003, 0.009], [0.004, 0.003, -0.013], [0.066, -0.007, -0.039], [-0.004, 0.023, -0.020], [-0.010, -0.033, 0.017], [-0.015, 0.026, -0.034], [0.024, 0.020, 0.011], [-0.049, -0.063, 0.104], [0.104, 0.062, -0.017], [-0.249, -0.482, 0.316], [0.324, -0.297, -0.077], [0.325, 0.650, -0.255], [-0.116, -0.126, -0.038], [0.010, -0.017, 0.007], [0.125, 0.078, -0.242], [-0.174, 0.153, 0.226], [-0.089, -0.297, 0.104], [-0.053, -0.002, 0.018], [0.028, 0.026, -0.004], [-0.005, 0.031, -0.027], [-0.045, 0.036, 0.043], [0.012, -0.081, 0.010], [0.015, 0.010, 0.001], [-0.041, 0.010, -0.005], [0.028, -0.065, -0.002], [-0.203, -0.045, -0.182], [0.040, 0.053, 0.047], [-0.031, -0.095, 0.038], [-0.171, 0.325, -0.002], [0.273, 0.014, 0.126], [-0.021, -0.007, -0.016], [-0.025, 0.020, 0.024], [-0.006, -0.026, 0.003]]
}

---

{
  "formula": "C3H7NO",
  "method": "ωB97M-V/def2-TZVPD",
  "relative_energy_kj_mol": 117.44,
  "e_homo_ev": -9.78,
  "charge": 0,
  "e_lumo_ev": 0.940,
  "smiles": "CCNC=O",
  "gap_ev": 10.72,
  "e_tot_ha": -248.4818,
  "species": ["C", "C", "N", "C", "O", "H", "H", "H", "H", "H", "H", "H"],
  "coordinates": [[-1.775, -0.599, 1.426], [-0.395, -0.834, 0.726], [-0.117, 0.178, -0.269], [1.100, 0.218, -0.918], [1.541, 1.232, -1.407], [-2.690, -0.705, 0.755], [-1.722, -1.238, 2.445], [-1.665, 0.475, 1.749], [-0.363, -1.768, 0.260], [0.376, -0.797, 1.555], [-0.528, 1.117, -0.043], [1.504, -0.892, -0.989]],
  "forces_ev_per_angstrom": [[1.171, 0.101, 1.268], [-0.304, 1.087, 1.872], [-0.272, 1.604, 0.347], [-0.969, -1.067, -0.032], [0.418, -0.833, 0.061], [1.272, -0.181, 1.133], [-0.772, 1.304, -2.564], [-0.708, -0.928, -0.069], [0.140, -1.688, -0.628], [-0.699, -0.197, -0.829], [0.775, -1.221, -0.513], [-0.054, 2.019, -0.046]]
}

---

{
  "formula": "C5H7N",
  "method": "ωB97M-V/def2-TZVPD",
  "relative_energy_kj_mol": 291.38,
  "e_homo_ev": -10.03,
  "charge": 0,
  "e_lumo_ev": 0.968,
  "gap_ev": 11.00,
  "e_tot_ha": -249.3623,
  "species": ["C", "C", "C", "C", "C", "N", "H", "H", "H", "H", "H", "H", "H"],
  "coordinates": [[2.309, 0.773, 0.407], [-1.632, 1.410, -0.157], [-0.318, -0.722, 0.328], [1.048, -1.235, -0.355], [-0.555, 0.742, 0.041], [2.012, -0.316, 0.069], [-1.629, 2.516, -0.259], [-2.651, 1.003, -0.082], [-1.045, -1.339, 0.013], [-0.332, -0.635, 1.357], [1.387, -2.180, 0.000], [0.998, -1.310, -1.536], [0.410, 1.292, 0.174]],
  "forces_ev_per_angstrom": [[0.707, -1.114, -0.195], [-3.115, 2.112, -0.019], [2.586, 2.092, -2.245], [-1.591, 0.457, -0.915], [3.272, -0.914, 0.051], [1.106, 2.132, 0.044], [0.209, -0.877, 0.084], [0.507, -0.164, -0.413], [-2.882, -2.028, -1.083], [0.803, -1.033, 2.473], [-0.317, -1.019, 0.250], [-0.061, 0.444, 2.423], [-1.224, -0.088, -0.456]]
}